Computed, not measured: a molecular structure, C31H88BrN18O19SV in a non-equilibrium geometry, with ωB97M-V with the def2-TZVPD basis set.

Element x y z (Å)
V: -1.060 -0.610 0.477
Br: -3.250 0.435 -0.445
S: 0.876 -2.105 1.726
O: -0.579 -2.376 1.648
O: 0.862 -0.642 1.304
O: 1.443 -2.260 3.064
O: 1.591 -2.844 0.661
C: 1.498 -4.670 6.383
O: 1.238 -5.786 6.800
N: 1.496 -3.488 7.146
N: 1.737 -4.525 5.067
H: 2.077 -2.714 6.748
H: 1.690 -3.677 8.154
H: 1.587 -3.597 4.724
H: 1.323 -5.244 4.443
C: 5.131 -2.431 0.412
O: 6.269 -2.047 0.269
N: 4.437 -2.715 -0.779
N: 4.580 -2.923 1.587
H: 4.736 -2.152 -1.555
H: 3.418 -2.823 -0.661
H: 3.705 -3.338 1.595
H: 5.222 -3.100 2.318
C: -1.160 3.318 -3.119
O: -0.038 3.024 -3.441
N: -1.931 4.173 -3.841
N: -1.662 2.694 -2.014
H: -2.698 4.712 -3.459
H: -1.275 4.649 -4.462
H: -1.228 1.840 -1.784
H: -2.493 3.052 -1.509
C: 0.499 -0.396 -2.404
O: -0.214 0.024 -1.458
N: 0.536 0.174 -3.629
N: 1.135 -1.619 -2.252
H: 1.210 -0.215 -4.276
H: 0.116 1.132 -3.799
H: 1.367 -2.088 -3.201
H: 1.239 -2.030 -1.319
C: -1.425 -3.203 -1.364
O: -1.738 -2.062 -0.898
N: -1.976 -3.563 -2.513
N: -0.732 -4.115 -0.689
H: -1.719 -4.432 -2.931
H: -2.396 -2.949 -3.154
H: -0.242 -3.706 0.074
H: -0.002 -4.585 -1.225
C: -6.420 -2.303 -2.042
O: -6.368 -1.946 -3.202
N: -7.540 -2.675 -1.315
N: -5.243 -2.320 -1.242
H: -8.435 -2.690 -1.712
H: -7.344 -3.226 -0.466
H: -4.457 -1.791 -1.580
H: -5.335 -2.056 -0.246
C: 2.476 -4.460 -3.782
O: 1.277 -4.280 -3.489
N: 2.937 -4.394 -5.105
N: 3.450 -4.727 -2.880
H: 3.838 -4.633 -5.495
H: 2.152 -4.033 -5.651
H: 3.284 -4.572 -1.859
H: 4.383 -4.670 -3.252
C: -2.891 1.514 -7.405
O: -2.513 1.070 -6.071
C: -3.627 0.788 -5.228
C: -3.168 -0.306 -4.217
N: -2.944 -1.653 -4.783
C: -3.949 -2.074 -5.687
C: -3.788 -3.570 -6.002
O: -2.524 -3.903 -6.518
C: -2.395 -3.617 -7.920
H: -1.943 1.628 -7.971
H: -3.379 2.504 -7.325
H: -3.573 0.780 -7.810
H: -4.478 0.566 -5.954
H: -3.872 1.748 -4.635
H: -3.909 -0.285 -3.468
H: -2.285 0.128 -3.744
H: -2.010 -1.758 -5.116
H: -3.895 -1.520 -6.613
H: -4.988 -1.913 -5.256
H: -4.582 -3.944 -6.628
H: -3.885 -4.061 -4.993
H: -3.348 -3.789 -8.438
H: -1.704 -4.349 -8.319
H: -2.115 -2.588 -8.021
C: 1.616 5.921 -2.190
O: 2.171 5.804 -0.873
C: 3.492 5.276 -1.068
C: 4.182 5.081 0.179
N: 4.605 6.392 0.859
C: 6.008 6.774 0.602
C: 6.226 8.221 1.128
O: 7.553 8.581 0.723
C: 7.980 9.746 1.369
H: 1.289 4.921 -2.534
H: 2.295 6.455 -2.880
H: 0.736 6.540 -2.209
H: 4.214 5.927 -1.641
H: 3.436 4.360 -1.594
H: 5.052 4.445 -0.041
H: 3.522 4.555 0.918
H: 3.958 7.153 0.573
H: 6.255 6.813 -0.495
H: 6.777 6.153 1.064
H: 6.215 8.251 2.246
H: 5.515 9.023 0.786
H: 7.445 10.647 0.937
H: 9.071 9.896 1.192
H: 7.718 9.818 2.432
C: -3.131 -4.245 1.686
O: -3.503 -2.868 1.515
C: -3.216 -2.222 2.759
C: -3.144 -0.752 2.746
N: -1.846 -0.052 2.465
C: -2.036 1.366 2.683
C: -0.795 2.143 2.226
O: -0.539 1.691 0.924
C: 0.655 2.264 0.383
H: -2.054 -4.321 1.936
H: -3.391 -4.890 0.870
H: -3.668 -4.765 2.516
H: -2.309 -2.704 3.241
H: -4.027 -2.522 3.468
H: -3.438 -0.577 3.845
H: -3.924 -0.281 2.108
H: -1.049 -0.452 3.011
H: -2.134 1.639 3.720
H: -2.791 1.776 2.069
H: 0.047 1.832 2.818
H: -1.077 3.223 2.316
H: 1.072 1.447 -0.255
H: 1.298 2.641 1.177
H: 0.432 3.089 -0.311
C: -2.846 -3.231 7.628
O: -1.763 -2.328 7.638
C: -1.444 -1.883 6.318
C: -0.435 -0.836 6.479
N: 0.094 -0.539 5.127
C: 1.230 0.360 5.207
C: 0.841 1.748 5.563
O: 1.840 2.778 5.440
C: 2.413 3.067 4.192
H: -2.413 -4.143 7.113
H: -3.659 -2.868 6.913
H: -3.214 -3.391 8.638
H: -2.393 -1.443 5.898
H: -1.164 -2.727 5.646
H: 0.331 -1.235 7.133
H: -0.743 0.118 6.934
H: 0.369 -1.409 4.665
H: 1.718 0.420 4.217
H: 2.050 0.087 5.876
H: 0.482 1.893 6.537
H: -0.018 2.016 4.892
H: 1.765 3.547 3.404
H: 2.843 2.198 3.810
H: 3.266 3.775 4.351

For the HOMO energy (spin up / spin down), the calculation gives -8.661 / -8.668 eV. The value obtained for the HOMO-LUMO gap (spin up / spin down) is 8.6 / 8.8 eV. The electronic energy comes out at -7565.55525 Ha. As for the net charge: 0. The spin multiplicity is 3.

Results of the Mulliken charge analysis, in e, for atoms 1 through 5: atom 1 (V): 0.721, atom 2 (Br): -0.565, atom 3 (S): 1.017, atom 4 (O): -1.218, atom 5 (O): -0.476



Computed, not measured: a molecular structure, C16H12AuN3OS2 in a non-equilibrium geometry, with ωB97M-V with the def2-TZVPD basis set.

Element x y z (Å)
Au: -0.185 -0.552 -0.563
S: -1.249 -2.260 0.541
C: -2.853 -1.703 0.789
C: -3.729 -2.487 1.550
C: -5.026 -2.072 1.709
C: -5.490 -0.855 1.127
C: -4.652 -0.071 0.399
C: -3.311 -0.490 0.206
S: -2.294 0.472 -0.746
H: -3.377 -3.405 2.004
H: -5.710 -2.674 2.294
H: -6.519 -0.552 1.272
H: -4.994 0.860 -0.035
C: 1.198 2.486 -3.315
C: 2.369 2.921 -2.720
C: 2.797 2.336 -1.538
C: 2.048 1.333 -0.957
N: 0.894 0.935 -1.542
C: 0.479 1.489 -2.695
C: 2.444 0.626 0.292
C: 3.547 0.973 1.045
C: 3.824 0.270 2.209
C: 2.990 -0.761 2.600
C: 1.904 -1.068 1.801
N: 1.648 -0.394 0.676
H: 0.837 2.908 -4.243
H: 2.955 3.711 -3.172
H: 3.720 2.660 -1.080
H: -0.448 1.117 -3.111
H: 4.191 1.787 0.743
H: 4.687 0.536 2.806
H: 3.169 -1.325 3.505
H: 1.223 -1.870 2.056
O: 1.969 -2.655 -1.850
N: 0.946 -2.224 -2.058

For the HOMO energy (spin up / spin down), the calculation gives -14.692 / -15.118 eV. The value obtained for the HOMO-LUMO gap (spin up / spin down) is 6.1 / 5.8 eV. The calculation puts the energy relative to the best compared isomer or geometry (same formula, charge and spin) at 0.0 kcal per mole. The electronic energy comes out at -1787.83682 Ha. As for the net charge: +2. The spin multiplicity is 3.

Results of the Mulliken charge analysis, in e, for atoms 1 through 5: atom 1 (Au): 0.566, atom 2 (S): -0.235, atom 3 (C): 0.698, atom 4 (C): -0.738, atom 5 (C): -0.506